No. 1
Density functional theory data (ωB97M-V/def2-TZVPD) for an isolated molecule of C4H12N2O at a distorted geometry.

As for the orbital gap: 10.323 eV. As for the energy above the lowest of the compared OMol25 structures with the same formula, charge and spin: 43.3 kcal/mol. The value obtained for the max |F| is 0.04295 Eh/bohr. The calculation puts the LUMO energy at 0.032 Ha. The total energy comes out at -344.315943 Eh.

Geometry as XYZ:
```
19
C4H12N2O ωB97M-V/def2-TZVPD
C 1.57 1.59 -2.02
C 0.43 1.11 -1.11
O 0.42 2.02 0.05
C 0.36 -0.35 -0.62
N -0.65 -0.45 0.43
C -0.57 -1.83 1.05
N -1.44 -1.94 2.21
H 1.44 1.08 -2.99
H 1.43 2.67 -2.06
H 2.50 1.36 -1.55
H -0.59 1.17 -1.53
H 0.31 1.35 0.74
H 1.34 -0.75 -0.32
H -0.01 -0.93 -1.49
H -1.57 -0.38 0.01
H 0.44 -2.01 1.45
H -0.69 -2.44 0.15
H -1.51 -1.05 2.69
H -2.36 -2.16 1.85
```



No. 2
Density functional theory data (ωB97M-V/def2-TZVPD) for a structure of composition C3H7NOS at a distorted geometry.

As for the orbital gap: 9.952 eV. As for the energy above the lowest of the compared OMol25 structures with the same formula, charge and spin: 136.8 kcal/mol. The value obtained for the max |F| is 0.12912 Eh/bohr. The calculation puts the LUMO energy at 0.026 Ha. The total energy comes out at -646.493922 Eh.

Geometry as XYZ:
```
13
C3H7NOS ωB97M-V/def2-TZVPD
C -0.87 -1.04 -2.09
C 0.68 -0.19 0.88
C 0.09 0.68 1.89
H -1.89 -0.62 -2.25
H 0.15 -0.45 -2.61
H -1.06 -2.14 -2.32
H 2.00 -0.35 0.95
H 0.69 0.31 2.95
H -0.97 0.60 1.82
H 0.98 2.06 0.16
N 0.41 -0.78 -0.25
O -0.85 -0.47 -0.76
S 0.63 2.38 1.61
```



No. 3
Density functional theory data (ωB97M-V/def2-TZVPD) for a structure of composition C21H43BO2P2Pd at a distorted geometry.

As for the orbital gap (alpha / beta): 3.143 / 3.810 eV. The value obtained for the max |F| is 0.08602 Eh/bohr. Its multiplicity is 5. The calculation puts the LUMO energy (alpha / beta) at -0.230 / -0.390 Ha. Its charge is +2. The total energy comes out at -1811.115955 Eh.

Geometry as XYZ:
```
70
C21H43BO2P2Pd ωB97M-V/def2-TZVPD
P 0.15 -1.47 -1.83
P -0.10 1.76 -1.75
C -0.13 -0.54 -3.40
C 0.30 0.93 -3.35
H -1.20 -0.64 -3.61
H 0.40 -1.09 -4.19
H 1.39 1.02 -3.48
H -0.16 1.48 -4.18
C -1.79 2.41 -1.90
H -2.02 2.97 -0.99
H -2.49 1.57 -1.98
H -1.91 3.07 -2.78
C 1.04 3.13 -1.43
H 1.06 3.87 -2.25
H 2.06 2.74 -1.29
H 0.74 3.64 -0.51
C -0.96 -2.88 -1.72
H -0.70 -3.48 -0.84
H -0.87 -3.50 -2.63
H -2.00 -2.54 -1.61
C 1.84 -2.11 -1.92
H 2.56 -1.28 -1.85
H 1.98 -2.64 -2.87
H 2.01 -2.79 -1.08
Pd 0.00 0.13 -0.21
C 0.55 1.72 -6.89
C -0.77 1.76 -6.68
C -1.81 1.02 -7.46
C -1.41 -0.38 -8.02
C -0.73 -1.29 -7.03
C 0.58 -1.35 -6.78
C 1.65 -0.54 -7.47
C 1.26 0.89 -7.93
C 0.01 -1.41 1.25
H 1.22 2.38 -6.31
H -1.17 2.46 -5.93
H -2.16 1.63 -8.32
H -2.69 0.88 -6.81
H -2.35 -0.87 -8.29
H -0.84 -0.26 -8.95
H -1.41 -1.99 -6.52
H 0.96 -2.11 -6.08
H 2.03 -1.08 -8.36
H 2.51 -0.45 -6.78
H 2.21 1.41 -8.15
H 0.71 0.84 -8.88
H 0.81 -1.26 1.99
H 0.19 -2.38 0.76
H -0.98 -1.44 1.72
C 0.79 3.24 3.69
C 0.52 1.74 3.65
C 1.34 1.09 4.75
O 1.02 1.25 2.39
B -0.08 0.89 1.62
O -1.31 1.18 2.23
C -1.03 1.38 3.62
C -1.35 0.09 4.37
C -1.97 2.47 4.10
H 1.86 3.44 3.50
H 0.55 3.63 4.68
H 0.21 3.79 2.94
H 2.39 1.36 4.62
H 1.04 1.43 5.74
H 1.26 0.00 4.73
H -1.13 0.17 5.45
H -2.42 -0.11 4.28
H -0.80 -0.78 3.97
H -1.82 3.41 3.57
H -3.01 2.15 3.93
H -1.84 2.64 5.17
```